{
  "formula": "C42H42F14O42",
  "method": "ωB97M-V/def2-TZVPD",
  "elements": ["C", "C", "O", "C", "O", "O", "F", "H", "H", "H", "C", "C", "O", "C", "O", "O", "F", "H", "H", "H", "C", "C", "O", "C", "O", "O", "F", "H", "H", "H", "C", "C", "O", "C", "O", "O", "F", "H", "H", "H", "C", "C", "O", "C", "O", "O", "F", "H", "H", "H", "C", "C", "O", "C", "O", "O", "F", "H", "H", "H", "C", "C", "O", "C", "O", "O", "F", "H", "H", "H", "C", "C", "O", "C", "O", "O", "F", "H", "H", "H", "C", "C", "O", "C", "O", "O", "F", "H", "H", "H", "C", "C", "O", "C", "O", "O", "F", "H", "H", "H", "C", "C", "O", "C", "O", "O", "F", "H", "H", "H", "C", "C", "O", "C", "O", "O", "F", "H", "H", "H", "C", "C", "O", "C", "O", "O", "F", "H", "H", "H", "C", "C", "O", "C", "O", "O", "F", "H", "H", "H"],
  "positions_angstrom": [[-0.355, -1.459, -5.540], [1.090, -0.890, -5.549], [1.673, -1.965, -6.186], [1.023, -3.104, -5.932], [1.545, -4.160, -5.955], [-0.139, -2.753, -5.197], [1.482, -0.776, -4.271], [-0.900, -1.315, -6.473], [-0.880, -0.829, -4.822], [1.076, 0.069, -6.066], [4.171, 1.123, -2.236], [5.507, 1.731, -1.717], [5.493, 3.059, -2.098], [4.617, 3.285, -2.965], [4.397, 4.334, -3.605], [3.823, 2.149, -3.118], [6.567, 1.095, -2.242], [3.520, 1.144, -1.362], [4.276, 0.202, -2.808], [5.545, 1.593, -0.637], [-3.620, -3.018, 1.946], [-4.240, -2.397, 0.740], [-5.466, -1.928, 1.253], [-5.847, -2.675, 2.259], [-7.015, -2.760, 2.661], [-4.817, -3.443, 2.644], [-4.579, -3.415, -0.063], [-3.051, -2.169, 2.326], [-2.967, -3.867, 1.743], [-3.586, -1.745, 0.161], [3.053, -4.470, -1.282], [2.132, -3.490, -1.924], [2.855, -2.262, -1.608], [3.564, -2.437, -0.581], [4.145, -1.517, 0.073], [3.469, -3.784, -0.164], [0.919, -3.435, -1.352], [3.967, -4.689, -1.835], [2.606, -5.454, -1.139], [2.122, -3.702, -2.993], [1.173, -5.314, 2.640], [-0.204, -5.140, 2.049], [-0.300, -6.386, 1.326], [0.937, -6.602, 0.814], [1.183, -7.258, -0.235], [1.776, -5.900, 1.502], [-0.232, -4.069, 1.281], [1.207, -6.118, 3.376], [1.673, -4.397, 2.951], [-1.015, -5.020, 2.768], [-1.086, 0.623, 5.777], [-0.977, -0.347, 7.026], [-0.343, -1.493, 6.462], [-0.590, -1.555, 5.144], [-0.339, -2.499, 4.409], [-0.937, -0.293, 4.688], [-2.236, -0.796, 7.432], [-0.280, 1.346, 5.649], [-2.065, 1.098, 5.709], [-0.405, 0.029, 7.874], [-4.462, 0.630, -3.499], [-4.625, -0.572, -2.611], [-4.528, -1.648, -3.376], [-4.858, -1.290, -4.679], [-5.141, -2.082, -5.570], [-4.902, 0.063, -4.727], [-5.812, -0.539, -2.003], [-3.421, 0.848, -3.736], [-4.936, 1.472, -2.995], [-3.846, -0.531, -1.850], [-5.340, 3.307, 1.907], [-4.702, 2.136, 2.601], [-3.772, 1.643, 1.650], [-3.918, 2.245, 0.481], [-3.428, 2.019, -0.641], [-4.862, 3.220, 0.607], [-5.673, 1.187, 2.588], [-5.003, 4.198, 2.439], [-6.424, 3.202, 1.883], [-4.406, 2.153, 3.649], [-0.224, 5.450, -2.549], [1.109, 4.958, -2.981], [1.199, 5.504, -4.236], [0.067, 5.865, -4.746], [-0.210, 6.317, -5.845], [-0.880, 5.761, -3.801], [1.064, 3.604, -3.184], [-0.203, 6.257, -1.816], [-0.772, 4.647, -2.055], [1.907, 5.197, -2.279], [0.954, -8.442, -3.036], [2.140, -7.669, -3.539], [1.715, -6.359, -3.199], [0.402, -6.291, -3.345], [-0.277, -5.298, -3.443], [-0.082, -7.603, -3.463], [2.320, -7.883, -4.826], [1.014, -8.752, -1.993], [0.885, -9.358, -3.624], [3.085, -7.851, -3.027], [4.040, 1.037, 4.302], [3.182, 0.419, 3.265], [2.277, 1.424, 2.878], [2.170, 2.276, 3.816], [1.295, 3.141, 3.907], [3.159, 2.097, 4.737], [2.487, -0.580, 3.775], [4.965, 1.470, 3.922], [4.282, 0.404, 5.155], [3.949, 0.084, 2.567], [0.579, 0.826, -0.106], [-0.156, 0.160, 1.077], [-1.184, -0.566, 0.495], [-0.978, -0.561, -0.836], [-1.751, -1.035, -1.657], [0.157, 0.033, -1.169], [-0.754, 1.094, 1.775], [1.617, 0.776, 0.221], [0.261, 1.853, -0.282], [0.555, -0.414, 1.671], [4.110, 5.389, 1.763], [4.374, 4.288, 0.842], [3.104, 4.126, 0.223], [2.201, 4.725, 0.852], [1.043, 4.687, 0.489], [2.673, 5.393, 1.813], [4.608, 3.204, 1.558], [4.334, 6.337, 1.274], [4.613, 5.355, 2.730], [5.209, 4.435, 0.157], [-1.395, 5.433, 3.555], [-1.839, 5.768, 2.213], [-2.837, 6.778, 2.411], [-3.402, 6.546, 3.595], [-4.504, 6.881, 4.004], [-2.528, 5.857, 4.293], [-2.363, 4.671, 1.559], [-0.644, 6.104, 3.972], [-1.168, 4.373, 3.665], [-1.009, 6.212, 1.664]],
  "mulliken_charge": [-0.3095, 0.2020, -0.3318, 0.4644, -0.4806, -0.1416, -0.1253, 0.3497, -0.0444, 0.4374, 0.6987, 0.4659, -0.3309, 0.5365, -0.6141, -0.2545, -0.3496, -0.5928, 0.2404, 0.1539, 0.0754, 1.1599, -0.2939, 0.5868, -0.6255, -0.3781, -0.3565, 0.1340, 0.0996, -0.4560, -0.1276, 1.0986, 0.0923, 0.2857, -0.6532, -0.3184, -0.0554, 0.2566, -0.1452, -0.3417, -0.3554, 0.3718, -0.3576, 0.5048, -0.5947, -0.3072, 0.0037, 0.3730, 0.1823, 0.2890, -0.0731, 0.2317, -0.3504, 0.3627, -0.5433, 0.0891, -0.2960, 0.1305, 0.1277, 0.3268, -0.1942, 1.7375, -0.3445, 0.5627, -0.5745, -0.3950, -0.3347, 0.1973, 0.3367, -0.9475, -0.3747, 0.3231, 0.1105, 0.4531, -0.5345, -0.3374, -0.3103, 0.0487, 0.4005, 0.2940, -0.0017, 0.8127, -0.3769, 0.5664, -0.5851, -0.3685, -0.2296, 0.1941, 0.0142, -0.0372, -0.3899, 0.1747, -0.1421, 0.6157, -0.3898, -0.4100, -0.2838, 0.1693, 0.4078, 0.3382, -0.7147, 0.5061, 0.3623, 0.1599, -0.5115, -0.4029, -0.2539, 0.2273, 0.3929, 0.1966, 0.2473, 0.5008, 0.1176, -0.1179, -0.5540, -0.1268, -0.1049, -0.0066, -0.0812, -0.2082, -0.7295, 0.3316, -0.0074, 0.3356, -0.4069, -0.3830, -0.2355, 0.4188, 0.3601, 0.3680, 0.0204, 0.5063, -0.3850, 0.6343, -0.5715, -0.3980, -0.1275, 0.3210, -0.0248, 0.0230],
  "gap_ev": 10.05,
  "e_above_lowest_ev": 6.591
}